Density functional theory data (ωB97M-V/def2-TZVPD) for a structure of composition C40H56As3ClI2N9O4SSn in a non-equilibrium geometry.

CARTESIAN COORDINATES (ANGSTROEM)
I -1.5004 2.9194 6.3050
I -0.3307 0.9030 4.4678
Sn 0.5275 1.2034 1.7767
As 0.2282 1.7740 -1.9126
As 3.5567 1.3362 -4.6590
As 0.9244 -1.4088 -0.7317
Cl -2.3273 8.1146 4.6913
S 1.2620 -7.9460 2.4438
O 0.7422 -9.1990 0.2523
O 0.9547 3.3000 0.8868
O -1.8698 2.2632 1.4352
O -3.5839 3.1627 0.4026
N -3.1772 -0.1085 2.6597
N 4.9170 0.9409 2.6334
N 2.5261 1.1539 2.7170
N -2.2267 0.2210 -0.0897
N 6.8089 -0.1897 1.6009
N 4.9890 5.6924 0.6507
N 3.5320 1.7582 -0.8702
N 1.6802 5.2938 1.6393
N -1.8297 -2.0968 1.2298
C -3.5564 -0.2927 -0.4494
C 0.9976 -6.2188 2.8312
C 1.8545 -3.9855 2.9062
C 2.3237 2.0564 -6.0503
C 0.5478 -8.1601 0.8161
C -3.5463 5.4189 2.0452
C 1.9164 4.1250 0.9956
C -2.5441 4.4539 2.0973
C 3.6931 1.0118 2.5758
C -4.5700 0.1184 0.6143
C -3.4803 6.5477 2.8367
C 3.1863 3.9087 0.4335
C -0.2191 -5.7827 3.3421
C 0.4168 -2.1369 3.5844
C 2.8302 -1.3260 -0.3297
C 3.4159 2.7376 -0.2667
C -4.2632 -2.0995 1.7671
C -4.3706 -0.5795 1.9632
C 0.1130 0.6132 -3.5365
C -0.2915 -7.0352 0.2863
C -1.4744 4.6343 2.9637
C -3.4559 -1.8132 -0.5902
C 2.5638 0.0378 -3.4948
C -2.6835 3.2379 1.2351
C -3.1694 -2.4825 0.7670
C 2.0444 -5.3264 2.6389
C -1.3906 5.7656 3.7545
C 0.9061 -1.6446 -2.7000
C -2.4022 6.7098 3.6923
C 0.9760 -1.1427 -5.0788
C 5.8861 0.3324 2.0514
C 1.1487 -0.4988 -3.6943
C -1.5217 2.6375 -2.2646
C 4.1900 4.8684 0.5388
C 0.7896 -3.3715 -0.4365
C 1.2606 3.2672 -2.6193
C 4.3396 -0.0049 -5.8879
C 0.6223 -3.5231 3.3833
C 0.2562 -0.9333 3.5879
C -0.4086 -4.4424 3.6169
H 1.6333 -2.4360 -2.9129
H -3.1127 0.9039 2.6189
H -2.3318 1.9166 -2.3798
H -1.0090 -6.4996 3.5125
H 2.3135 3.0153 -2.7381
H -2.2065 1.1734 0.5000
H 4.9730 0.4880 -6.6249
H -0.1834 -6.9781 -0.7954
H 1.6659 2.8319 -5.6663
H 1.5722 -3.8803 -0.9966
H -5.2181 -2.4877 1.4071
H -0.8892 0.1579 -3.5419
H -0.7022 3.8792 3.0241
H -4.2559 7.2969 2.8172
H -4.0493 -2.5659 2.7306
H 3.5697 -0.5609 -6.4196
H -3.2344 -0.3471 3.6456
H -0.0123 -1.5963 -5.1608
H 0.8520 3.5952 -3.5756
H -5.5736 -0.1140 0.2545
H -1.8088 -0.5163 0.5252
H 1.7160 -1.9261 -5.2345
H -1.6254 0.3593 -0.9052
H -1.8772 -1.7167 2.1719
H -1.4645 3.2255 -3.1790
H -3.8757 0.1440 -1.4042
H -4.3815 5.2560 1.3805
H 3.2246 -0.3218 -0.4588
H 0.1691 1.2736 -4.4055
H 0.9206 -3.6122 0.6172
H 2.9984 -5.6865 2.2820
H 4.9605 -0.7092 -5.3364
H 1.0700 -0.4134 -5.8762
H 2.6553 -3.2771 2.7488
H 2.9886 -1.6142 0.7117
H -3.2102 -3.5721 0.6207
H 2.5944 0.5053 -2.5066
H -1.3347 -7.2551 0.5193
H -0.1801 -3.7486 -0.7638
H 0.8019 5.4188 2.1143
H -1.3491 -4.0986 4.0273
H 3.3911 -2.0077 -0.9690
H -1.1905 -2.8805 1.2280
H -1.7811 3.3075 -1.4469
H 3.2598 -0.8084 -3.4484
H -0.5802 5.8895 4.4549
H 1.7263 1.2959 -6.5457
H 2.4394 5.9308 1.8072
H 1.1776 4.0899 -1.9097
H -2.6459 -2.0600 -1.2840
H -4.3870 -2.2110 -0.9970
H 2.9620 2.5168 -6.8062
H -0.0850 -2.0755 -2.9109
H -0.0228 -6.0838 0.7343
H -4.5130 1.2029 0.7326
H -5.2784 -0.3839 2.5588

Atoms 1-2, force components in eV/Å:
I -0.08 0.40 0.07
I -0.53 -0.34 1.71

HOMO, eV: -5.79
Calculated total energy, a.u.: -10727.046373
Largest force on an atom, eV Å⁻¹: 2.10
Orbital gap, eV: 6.94
ΔE to the lowest compared entry with this formula, charge and spin, kJ/mol: 0.0
LUMO energy, eV: 1.15
Total charge: -1



Density functional theory data (ωB97M-V/def2-TZVPD) for a structure of composition C40H56Br2N5O2RuS3Si in a non-equilibrium geometry.

CARTESIAN COORDINATES (ANGSTROEM)
Ru 1.2014 -1.1020 0.4660
Br -1.6800 -0.0114 -0.3711
Br -2.0359 -2.3089 -3.8384
S 0.5068 -0.0191 2.4389
S 1.9900 2.2115 -0.3294
S 4.9203 -1.9497 0.9865
Si -3.4468 1.5332 0.0075
O 1.8953 0.7215 -0.5386
O 3.5572 -1.7694 0.3886
N 0.3063 -2.7175 1.3419
N -1.0744 -1.2550 4.2141
N -0.3804 -2.5590 2.4730
N 1.3252 -2.4160 -1.3943
N 1.8813 -3.6952 -1.0485
C 4.0428 -3.3169 5.2451
C 2.7939 -4.2532 -1.8945
C 1.6467 4.1150 -2.3629
C 2.2077 -1.5858 -2.1149
C -5.5934 2.2617 -1.7461
C -3.7251 0.1367 2.5107
C 0.0303 -2.5484 -1.9453
C 5.3062 -3.5217 4.7098
C 0.6769 1.9330 -2.7035
C -0.3038 -1.9811 -3.1411
C 2.3551 -6.4388 -1.0300
C -2.5879 3.1867 0.6070
C 1.4062 2.8208 -1.9345
C 4.6539 1.3603 -0.2754
C 1.2644 -4.4829 -0.0728
C -5.3014 -0.5660 0.7472
C 5.5452 -0.2482 1.4717
C -3.2955 2.4240 -2.7160
C -0.3846 -1.4248 3.0783
C -1.2563 3.4227 -0.1168
C 3.1009 -5.5725 -1.8667
C 0.6085 -1.2089 -3.8733
C 1.4665 -5.8886 -0.1586
C 0.5222 -3.9830 0.9932
C -2.2640 3.1489 2.1059
C 4.5839 -2.5223 2.6700
C 0.5249 3.5854 -4.4268
C 3.0440 -2.7352 4.4825
C 3.3164 -2.3392 3.1860
C 4.5667 0.8769 1.1751
C 3.8013 2.5871 -0.5502
C -4.3456 0.2172 -2.4286
C -4.2152 1.6064 -1.8038
C -4.5765 0.6437 1.3417
C -3.5140 4.3854 0.3578
C 1.8700 -1.0123 -3.3054
C -5.6293 1.6257 1.8673
C 1.2006 4.4903 -3.6209
C 5.5854 -3.1261 3.4103
C 0.2484 2.3096 -3.9639
H -6.2685 1.9997 1.0707
H 4.7905 1.7093 1.8465
H 2.0576 -2.5842 4.8931
H -5.9478 2.4281 -2.7632
H -1.3838 3.5813 -1.1834
H 4.0158 3.3852 0.1578
H -5.5744 3.2249 -1.2420
H 6.4769 -0.1119 0.9236
H 6.0750 -3.9846 5.3072
H -1.7754 4.0794 2.3884
H -0.5811 2.5811 0.0352
H 0.3419 -0.7893 -4.8272
H 1.3864 5.4905 -3.9761
H -4.3526 -0.4573 3.1710
H -5.9986 -0.2783 -0.0342
H 3.1902 -1.4869 -1.6743
H -6.3175 1.6185 -1.2517
H -0.2952 1.6134 -4.5835
H -3.2783 3.4753 -2.4428
H -3.3019 0.9452 3.0966
H 0.2113 3.8770 -5.4172
H 5.7749 -0.3084 2.5332
H -3.6637 2.3579 -3.7394
H -4.9010 -0.4792 -1.8113
H -2.2779 2.0361 -2.7060
H 3.8360 -3.6116 6.2623
H -6.2666 1.1145 2.5885
H 2.4957 -7.5051 -1.0866
H -0.7721 4.3076 0.2939
H 3.2420 -3.5740 -2.6023
H 2.5492 -1.8726 2.5681
H -5.1826 2.4791 2.3720
H 0.8976 -6.5120 0.5127
H -4.4746 4.2623 0.8532
H 3.8710 -5.9575 -2.5117
H -2.9190 -0.5028 2.1609
H -1.5842 -2.0322 4.5976
H 0.1089 -4.7250 1.6701
H -0.9957 -0.4091 4.7474
H -5.8820 -1.0520 1.5281
H -3.3677 -0.2065 -2.6306
H -3.0501 5.2872 0.7549
H -4.8742 0.3023 -3.3773
H 3.9589 2.9486 -1.5639
H -3.1611 3.0635 2.7101
H 2.1661 4.8185 -1.7306
H -4.6042 -1.3040 0.3573
H 2.5941 -0.3953 -3.8130
H -1.5856 2.3328 2.3456
H 0.4573 0.9540 -2.3078
H 6.5666 -3.2755 2.9862
H 3.5433 0.5415 1.3943
H 5.6885 1.6274 -0.5059
H -3.6936 4.5513 -0.7016
H -0.6559 -3.1748 -1.3953
H 4.3519 0.5551 -0.9504

Atoms 1-2, force components in eV/Å:
Ru -1.13 0.36 0.09
Br 0.07 -0.08 0.02

2S+1: 2
HOMO (spin up / spin down), eV: -12.38 / -12.96
Calculated total energy, a.u.: -8708.464876
Largest force on an atom, eV Å⁻¹: 3.32
Orbital gap (spin up / spin down), eV: 5.39 / 5.96
LUMO energy (spin up / spin down), eV: -6.99 / -6.99
Total charge: +2



Density functional theory data (ωB97M-V/def2-TZVPD) for a structure of composition C40H56I2MnN2OPSb in a non-equilibrium geometry.

CARTESIAN COORDINATES (ANGSTROEM)
I -3.1954 -2.0078 -3.9053
I -5.3997 3.5566 -4.2881
Sb -2.0414 -0.7738 1.2948
Mn 0.1354 0.1248 -0.8133
P 1.4967 -1.7130 -1.5105
O -1.2230 -0.3801 -1.8222
N -1.0758 2.1204 -1.1470
N 1.6789 0.6362 -0.0558
C -1.3933 -2.9707 3.3900
C 4.2844 -1.8306 -0.8089
C 1.2541 0.7177 2.7784
C -3.9880 0.9211 -3.8196
C 1.4207 3.2081 2.5947
C -4.7010 0.7535 1.9566
C 1.6504 5.7062 2.5740
C 2.9332 0.0478 -0.0800
C -1.0401 3.3697 -0.7206
C 1.3375 -3.4881 0.5644
C -2.1073 0.4011 -2.3787
C -3.3425 1.0468 1.3503
C -1.9327 4.3565 -1.1471
C -2.5392 -3.2499 -0.4814
C -2.6461 2.1805 2.0831
C 1.9891 3.0661 -0.1268
C 1.8941 -1.7251 -3.3222
C -4.4090 -2.8641 1.1374
C -3.9742 2.2435 -3.4431
C -3.0768 0.0016 -3.2973
C 5.2762 -0.0625 0.4751
C 2.1450 -4.5190 -1.6021
C 4.0731 0.6069 0.5180
C -2.0639 1.7842 -2.0150
C 0.7007 -2.2862 -4.0816
C -2.1820 -1.6808 3.3601
C 1.2394 -3.4736 -0.9607
C 1.4118 1.9703 1.9748
C -2.9106 4.0388 -2.0562
C 2.0074 4.2815 0.5415
C 5.4054 -1.2974 -0.1687
C -1.7821 -0.7623 4.4851
C 1.7009 4.3784 1.8958
C 2.1750 -0.2835 -3.7409
C 6.6970 -2.0349 -0.1446
C 1.6497 1.9040 0.5902
C 2.2847 2.9838 -1.5922
C 3.0643 -1.1849 -0.7550
C -3.0070 2.7159 -2.5189
C -3.3851 -2.2107 0.2292
H 4.3782 -2.7594 -1.3496
H -3.2422 3.0845 1.9838
H 2.2404 0.3361 3.0433
H -2.0255 -3.8920 0.2319
H -5.1459 -3.3751 0.5210
H -3.9517 -3.6096 1.7817
H -1.8332 5.3587 -0.7617
H -3.8973 -1.5827 -0.5069
H 0.8860 -2.2648 -5.1527
H 0.7415 -0.0645 2.2072
H 6.1348 0.3761 0.9604
H 0.7269 -2.6850 0.9933
H -1.6507 2.3747 1.6844
H 1.3259 0.3580 -3.4613
H -1.5893 -3.4891 4.3290
H -1.8021 -2.7700 -1.1258
H 0.6156 5.9809 2.7787
H 4.0032 1.5576 1.0227
H -1.6772 -3.6405 2.5791
H -0.2698 3.6247 -0.0110
H 1.5866 2.2961 -2.0846
H -2.0289 -1.2481 5.4290
H -0.7125 -0.5743 4.4871
H -4.6049 0.3891 2.9777
H -4.7253 0.5801 -4.5300
H 3.0770 0.1028 -3.2671
H 6.8847 -2.4203 0.8580
H 0.4793 -3.3110 -3.7942
H -3.4637 1.3073 0.2922
H 2.7910 -2.3356 -3.4731
H 1.2334 3.2599 3.6567
H -5.2881 1.6723 1.9899
H 2.0899 6.4837 1.9559
H 2.3679 -3.3469 0.8874
H -5.2632 0.0316 1.3673
H 2.3018 -0.2234 -4.8202
H -0.3200 -2.7827 3.3368
H 2.2635 5.1774 -0.0041
H 0.7140 0.9222 3.6977
H 7.5274 -1.3757 -0.3876
H -3.1760 -3.8794 -1.1003
H 2.1741 5.6743 3.5269
H -3.6107 4.7764 -2.4188
H 0.9904 -4.4404 0.9552
H 3.1639 -4.4552 -1.2355
H -2.5539 1.9632 3.1435
H 0.2051 -3.6978 -1.2503
H 3.2960 2.6122 -1.7581
H -2.3171 0.1820 4.4584
H 6.6973 -2.8768 -0.8305
H 2.2065 3.9577 -2.0649
H -0.1744 -1.6728 -3.8746
H -4.9426 -2.1466 1.7547
H 2.1533 -4.4506 -2.6859
H 1.7714 -5.5067 -1.3416
H -3.2495 -1.8856 3.4100

Atoms 1-2, force components in eV/Å:
I -0.07 0.51 0.08
I 0.38 -0.41 0.23

2S+1: 2
HOMO (spin up / spin down), eV: -12.92 / -12.85
Calculated total energy, a.u.: -4069.985807
Largest force on an atom, eV Å⁻¹: 2.23
Orbital gap (spin up / spin down), eV: 5.57 / 5.09
LUMO energy (spin up / spin down), eV: -7.35 / -7.76
Total charge: +2



Density functional theory data (ωB97M-V/def2-TZVPD) for a structure of composition C40H57CdN4P3Se.

CARTESIAN COORDINATES (ANGSTROEM)
Cd -0.0305 -0.0571 0.0557
Se 2.6750 -2.5431 6.0570
P -3.5882 0.1083 1.2807
P 2.8269 0.9257 -1.2185
P 0.4618 -0.5213 -3.4030
N -0.8692 -3.8151 -0.2779
N 0.9516 3.0491 1.1780
N 1.8127 -0.6108 3.9390
N -1.9396 -3.0336 -0.3987
C -2.6228 -4.9800 -1.1083
C 2.7900 2.7630 4.0543
C 1.1813 3.2382 2.2878
C -4.1778 -0.2485 4.1551
C -5.4547 -0.0738 1.0524
C 2.0051 -1.3809 -2.7272
C 3.5213 0.7884 0.4885
C -2.2212 3.7879 0.1481
C 2.1568 -1.3739 4.7462
C 0.3761 3.1915 4.6058
C 3.2193 -3.4977 -2.6605
C -3.8017 2.8219 2.2027
C -3.4841 4.1685 2.1546
C -5.8221 -1.5461 1.2485
C -2.6837 4.6522 1.1247
C 0.7311 4.8748 -4.0197
C 4.3872 1.4748 -2.0549
C -5.6719 0.2806 -0.4276
C -6.3956 0.8053 1.8774
C -2.6933 -1.8564 2.9591
C -3.0103 -3.6755 -0.8977
C 1.3867 2.5572 -3.7970
C 0.1493 2.1665 -3.2047
C -0.7528 -1.8928 -3.2654
C -3.3422 1.9316 1.2260
C -3.1217 -0.3829 3.0546
C 1.6619 3.8552 -4.1926
C -1.8907 0.4226 3.4827
C -0.2013 0.8458 -2.8030
C -0.7728 3.2405 -3.0588
C 4.0598 -2.9880 -1.6803
C -0.4957 4.5354 -3.4453
C 2.8883 -0.8537 -1.7756
C 1.8132 5.0709 3.7563
C 0.9162 -0.5882 -5.2010
C 2.2117 -2.6974 -3.1636
C 3.8917 -1.6831 -1.2602
C -2.5559 2.4363 0.1920
C -1.2738 -5.0045 -0.6982
C 1.5371 3.5650 3.6822
H 0.6236 3.4983 5.6246
H -1.8580 -2.0509 -0.1450
H -1.5631 4.1421 -0.6342
H -6.7131 0.0821 -0.7058
H -7.4292 0.6172 1.5611
H 2.9301 0.1170 1.1150
H -3.8444 4.8362 2.9291
H -5.4638 1.3357 -0.6156
H 4.5690 0.4768 0.5242
H 4.6235 2.4811 -1.7018
H 1.5414 -3.1180 -3.9045
H 4.5561 -1.3009 -0.4959
H -2.1461 1.4658 3.6687
H -3.7295 -0.5801 5.0974
H 0.9498 5.8933 -4.3184
H -1.1690 -2.1112 -4.2510
H 2.6219 5.3520 3.0808
H 2.1044 5.3299 4.7765
H -2.4073 5.6997 1.0955
H -1.0922 0.3862 2.7375
H -3.4963 -2.5007 2.5912
H -2.1552 1.7747 -0.5726
H -1.8320 -1.9647 2.2976
H 1.8849 -0.1119 -5.3544
H -0.5810 -5.8311 -0.6973
H 2.6295 4.0770 -4.6360
H 3.3333 -4.5175 -3.0107
H 0.9249 5.6460 3.4885
H -6.3361 0.6027 2.9453
H 3.0462 2.9627 5.0978
H 0.9603 -1.6082 -5.5863
H 2.1460 1.7978 -3.9477
H -1.5446 -1.4927 -2.6368
H 4.2437 1.5249 -3.1342
H 3.4428 1.7854 0.9251
H 2.6282 1.6924 3.9268
H -3.2193 -5.7848 -1.5033
H 3.6345 3.0526 3.4258
H -0.3552 -2.8064 -2.8237
H -2.3910 -2.2149 3.9477
H -6.1917 1.8630 1.7127
H -3.9402 -3.1648 -1.0809
H -6.8559 -1.7118 0.9257
H -1.7469 2.9909 -2.6540
H 5.2254 0.8081 -1.8315
H -1.2536 5.3026 -3.3069
H 0.1568 -0.0234 -5.7454
H -4.5049 0.7828 4.2957
H -0.5494 3.6851 4.3007
H -5.0222 -0.3069 -1.0798
H -4.3972 2.4536 3.0281
H 4.8333 -3.6043 -1.2372
H -5.1732 -2.1967 0.6610
H -1.4884 -0.0143 4.4026
H -5.0577 -0.8687 3.9790
H -5.7439 -1.8589 2.2901
H 0.2157 2.1152 4.5985

Atoms 1-2, force components in eV/Å:
Cd 0.00 0.07 -0.22
Se -0.01 0.08 -0.10

HOMO, eV: -0.47
Calculated total energy, a.u.: -5370.575702
Largest force on an atom, eV Å⁻¹: 0.37
Orbital gap, eV: 4.45
ΔE to the lowest compared entry with this formula, charge and spin, kJ/mol: 28.7
LUMO energy, eV: 3.98
Total charge: -2